Computed, not measured: a structure of composition C27H16I2N6OSr, with ωB97M-V/def2-TZVPD.

As for the frontier orbital gap: 6.4343 eV. Its relative energy (zero: lowest compared OMol25 entry of this formula, charge and spin) is 8.6 kcal per mole. Its molar mass is 781.89 g/mol.

CARTESIAN COORDINATES (ANGSTROEM)
Sr1 0.4096 -0.8550 0.2784
C1 -4.0843 -0.6631 2.2181
C2 -3.9740 -1.7551 3.0803
C3 -2.7581 -2.3692 3.2578
C4 -1.6415 -1.8712 2.5740
N1 -1.7444 -0.8270 1.7246
C5 -2.9487 -0.2518 1.5639
N2 -0.4091 -2.5093 2.6287
C6 0.6902 -1.8234 2.5976
N3 1.7479 -2.1932 1.8129
C7 2.5274 -1.0814 1.6218
N4 3.3422 -0.9889 0.6225
C8 3.4422 0.1726 -0.1354
C9 4.6630 0.5874 -0.6797
C10 4.6780 1.6685 -1.5285
C11 3.4863 2.3218 -1.8453
C12 2.3285 1.8413 -1.2828
N5 2.2865 0.7970 -0.4390
C13 2.0722 0.0312 2.5386
C14 2.5814 1.2909 2.8129
C15 1.8952 2.0746 3.7294
C16 0.7296 1.6096 4.3452
C17 0.2234 0.3493 4.0604
C18 0.9170 -0.4314 3.1495
H1 -5.0284 -0.1664 2.0462
H2 -4.8471 -2.1229 3.6054
H3 -2.6310 -3.2256 3.9055
H4 -2.9878 0.5719 0.8601
H5 5.5593 0.0401 -0.4230
H6 5.6136 2.0064 -1.9576
H7 3.4603 3.1628 -2.5237
H8 1.3722 2.2964 -1.5148
H9 3.4836 1.6511 2.3355
H10 2.2650 3.0628 3.9719
H11 0.2139 2.2451 5.0544
H12 -0.6799 -0.0083 4.5383
I1 0.3233 -4.3437 -3.6415
C19 -0.6039 -2.4886 -3.7112
C20 -1.2919 -2.1063 -4.8802
C21 -1.9151 -0.8962 -4.9707
I2 -2.9129 -0.4200 -6.7407
C22 -1.8742 0.0086 -3.8799
C23 -2.4812 1.2852 -3.8766
C24 -2.3808 2.0945 -2.7837
C25 -1.6628 1.6321 -1.6699
N6 -1.0868 0.4565 -1.6222
C26 -1.1809 -0.3761 -2.7098
C27 -0.5239 -1.6676 -2.5944
O1 0.0853 -1.9750 -1.4975
H13 -1.3231 -2.7899 -5.7177
H14 -3.0257 1.6115 -4.7532
H15 -2.8391 3.0743 -2.7653
H16 -1.5606 2.2627 -0.7892

Computed, not measured: the molecule C2H6N2O2, with ωB97M-V/def2-TZVPD.

Its structure (SMILES) is C[C@H](O)NN=O. As for the frontier orbital gap: 10.0278 eV. Its relative energy (zero: lowest compared OMol25 entry of this formula, charge and spin) is 86.7 kcal per mole. Its molar mass is 90.08 g/mol.

CARTESIAN COORDINATES (ANGSTROEM)
C1 -0.7816 1.1428 0.7318
C2 0.3995 0.4281 0.0583
O1 0.4489 0.8770 -1.2605
N1 0.0443 -1.1134 -0.1014
N2 0.9629 -1.9837 -0.2861
O2 0.5061 -3.1325 -0.4973
H1 -1.3034 0.5616 1.5571
H2 -1.3458 1.3629 -0.2262
H3 -0.5237 2.1230 1.2511
H4 1.2734 0.4433 0.6163
H5 1.2817 0.6831 -1.7041
H6 -0.9623 -1.3921 -0.1391

Computed, not measured: a cluster of 6 separate species, C43H54ClF5N9O3S in total, with ωB97M-V/def2-TZVPD.

The charge is +1. As for the frontier orbital gap: 3.6631 eV. Its molar mass is 907.47 g/mol.

CARTESIAN COORDINATES (ANGSTROEM)
N1 0.4080 -5.1814 2.6779
C1 -0.3121 -4.2704 3.4193
N2 0.2789 -3.8423 4.7555
N3 -1.6591 -3.6771 3.0264
C2 -1.3414 -2.6309 1.9371
C3 -1.0332 -1.2155 2.7005
C4 -0.3669 -0.0466 1.7323
C5 0.0485 -0.5605 0.2372
C6 0.9070 0.5096 -0.6664
C7 2.4714 0.7916 -0.1373
C8 3.0601 0.0899 1.2191
C9 3.2401 1.0860 2.5063
C10 2.8637 2.6573 2.2482
C11 4.0311 3.8412 2.0599
C12 3.7101 5.4270 1.7942
C13 2.1522 5.9878 1.7225
C14 0.9659 4.8714 1.9479
C15 1.3015 3.2538 2.1943
C16 3.4329 1.7886 -1.0025
C17 4.9847 2.1932 -0.7614
F1 5.6540 1.6676 0.4352
F2 5.0919 3.6921 -0.9204
C18 5.8369 1.5857 -2.0673
F3 5.9776 2.5636 -3.1709
F4 7.1919 1.0675 -1.6578
F5 5.0922 0.4025 -2.6130
C19 2.7128 2.4916 -2.3403
C20 1.1497 2.1784 -2.7432
Cl1 0.5182 3.1116 -4.2509
N4 0.3272 1.1991 -1.9221
C21 -1.1240 0.8711 -2.3324
C22 -2.1196 1.7244 -1.3383
C23 -3.7190 1.4337 -1.5508
S1 -4.5959 2.2816 -0.0816
O1 -5.8990 3.0022 -0.5025
O2 -3.5832 3.3754 0.4240
O3 -4.7738 1.1448 1.1765
H1 1.2757 -5.3625 3.2371
H2 -0.3801 -3.1385 5.1930
H3 1.1297 -3.2781 4.5087
H4 -2.0879 -3.1640 3.8283
H5 -0.4491 -3.0788 1.3275
H6 -2.3308 -2.4869 1.3070
H7 -1.9976 -0.7722 3.2463
H8 -0.2728 -1.4658 3.5790
H9 -1.1710 0.8361 1.7211
H10 0.5415 0.3946 2.3686
H11 -0.9162 -0.9831 -0.2694
H12 0.7658 -1.5022 0.3939
H13 2.4588 -0.8494 1.5980
H14 4.1405 -0.3307 0.9335
H15 2.5346 0.7067 3.3807
H16 4.3503 1.0448 2.9403
H17 5.1837 3.5400 2.1158
H18 4.5736 6.2039 1.6350
H19 1.8407 7.0990 1.5248
H20 -0.1787 5.2082 1.9416
H21 0.3678 2.5668 2.3469
H22 3.3551 3.2409 -3.0120
H23 -1.3132 -0.3074 -2.2975
H24 -1.3801 1.1924 -3.4269
H25 -1.9514 2.8753 -1.6087
H26 -1.7455 1.6012 -0.2364
H27 -3.9711 0.2906 -1.6298
H28 -4.0270 1.9923 -2.5596
H29 -3.9390 1.2414 1.7537
N5 -0.9130 -4.9972 -0.5585
C24 -1.8665 -4.5723 -1.4467
C25 -1.6347 -5.1975 -2.6515
C26 -0.5051 -6.0333 -2.4823
C27 -0.0815 -5.8924 -1.1798
H30 -0.8356 -4.6978 0.4048
H31 -2.6254 -3.8622 -1.1466
H32 -2.2170 -5.0667 -3.5543
H33 -0.0501 -6.6701 -3.2300
H34 0.7390 -6.3502 -0.6436
N6 -2.0171 -7.7889 3.0209
C28 -2.8595 -8.7005 2.4396
C29 -2.3823 -9.9611 2.7213
C30 -1.2143 -9.8044 3.5051
C31 -1.0138 -8.4531 3.6774
H35 -2.1202 -6.7836 2.9738
H36 -3.7231 -8.3749 1.8753
H37 -2.8280 -10.8929 2.3982
H38 -0.5873 -10.5925 3.9019
H39 -0.2443 -7.9087 4.2084
N7 1.0076 0.4386 -6.5012
C32 0.3111 0.2681 -7.6693
C33 1.1202 -0.4121 -8.5518
C34 2.3456 -0.6660 -7.8906
C35 2.2474 -0.1324 -6.6250
H40 0.6606 0.9110 -5.6765
H41 -0.6973 0.6458 -7.7728
H42 0.8559 -0.6960 -9.5622
H43 3.2067 -1.1830 -8.2939
H44 2.9523 -0.1091 -5.8047
N8 -7.9027 1.1417 -4.9840
C36 -7.1527 1.8673 -4.0954
C37 -7.8455 1.9322 -2.9071
C38 -9.0532 1.2155 -3.0834
C39 -9.0611 0.7356 -4.3740
H45 -7.6419 0.9371 -5.9398
H46 -6.1935 2.2755 -4.3844
H47 -7.5160 2.4398 -2.0098
H48 -9.8328 1.0651 -2.3479
H49 -9.7905 0.1427 -4.9095
N9 4.4224 6.6816 4.6301
C40 5.6049 7.3705 4.5549
C41 5.9330 7.7928 5.8238
C42 4.9155 7.3374 6.6960
C43 3.9972 6.6518 5.9328
H50 3.9397 6.2603 3.8471
H51 6.1095 7.5023 3.6071
H52 6.8109 8.3658 6.0926
H53 4.8591 7.4923 7.7657
H54 3.0792 6.1477 6.2042

Computed, not measured: a structure of composition C5H10BeO3, with ωB97M-V/def2-TZVPD.

As for the frontier orbital gap: 8.3350 eV. Its relative energy (zero: lowest compared OMol25 entry of this formula, charge and spin) is 30.5 kcal per mole. Its molar mass is 127.14 g/mol.

CARTESIAN COORDINATES (ANGSTROEM)
O1 2.2882 1.3383 -0.4834
C1 2.8321 0.0557 -0.4663
C2 1.7565 -1.0251 -0.4551
O2 0.9030 -0.7716 0.6758
C3 -0.4774 -1.1966 0.5179
C4 -1.1652 -0.1068 -0.2646
O3 -1.5384 0.8960 0.7741
C5 -2.6899 1.6342 0.4449
Be1 0.3868 1.0074 0.1478
H1 3.4788 -0.0897 0.4251
H2 3.4740 -0.1336 -1.3495
H3 2.1878 -2.0361 -0.3813
H4 -0.8723 -1.4333 1.5186
H5 -0.5034 -2.1288 -0.0662
H6 -2.0746 -0.4743 -0.7570
H7 -3.5959 1.0696 0.7182
H8 -2.6635 2.5786 1.0020
H9 -2.7307 1.8518 -0.6367
H10 1.0041 -1.0358 -1.3643

Q: Among the records above, which one has the lowest frontier orbital gap?
A: C43H54ClF5N9O3S

Q: Look up the frontier orbital gap of the fourth one.
A: 8.3350 eV

Please write out number 4 again, unchanged.
Computed, not measured: a structure of composition C5H10BeO3, with ωB97M-V/def2-TZVPD.

As for the frontier orbital gap: 8.3350 eV. Its relative energy (zero: lowest compared OMol25 entry of this formula, charge and spin) is 30.5 kcal per mole. Its molar mass is 127.14 g/mol.

CARTESIAN COORDINATES (ANGSTROEM)
O1 2.2882 1.3383 -0.4834
C1 2.8321 0.0557 -0.4663
C2 1.7565 -1.0251 -0.4551
O2 0.9030 -0.7716 0.6758
C3 -0.4774 -1.1966 0.5179
C4 -1.1652 -0.1068 -0.2646
O3 -1.5384 0.8960 0.7741
C5 -2.6899 1.6342 0.4449
Be1 0.3868 1.0074 0.1478
H1 3.4788 -0.0897 0.4251
H2 3.4740 -0.1336 -1.3495
H3 2.1878 -2.0361 -0.3813
H4 -0.8723 -1.4333 1.5186
H5 -0.5034 -2.1288 -0.0662
H6 -2.0746 -0.4743 -0.7570
H7 -3.5959 1.0696 0.7182
H8 -2.6635 2.5786 1.0020
H9 -2.7307 1.8518 -0.6367
H10 1.0041 -1.0358 -1.3643

Q: The highest frontier orbital gap belongs to which entry?
A: C2H6N2O2